The following is a DFT calculation (ωB97M-V/def2-TZVPD) of the molecule C5H8O.

The energy relative to the best compared isomer or geometry (same formula, charge and spin) comes out at 5.2538 eV. The total charge is 0. The calculation puts the gap between HOMO and LUMO at 8.89 eV.

Bonds (Å) are listed after each position.
Positions of all 14 atoms, in Å:
1 C 0.07801 -0.43370 -0.73740  O2 1.438, H6 1.097, C8 1.529, C11 1.513
2 O 0.85908 -1.15963 0.22715  C1 1.438, C5 1.402
3 H -0.93057 0.52798 2.51261  C12 1.097
4 H -2.02269 -0.09771 0.17423  C8 1.090
5 C 0.05550 -0.83640 1.32927  O2 1.402, H7 1.083, C8 1.769, C12 1.373
6 H -0.38745 -1.14617 -1.43019  C1 1.097
7 H -0.12394 -1.70730 1.94835  C5 1.083
8 C -0.95711 0.12249 0.24150  C1 1.529, H4 1.090, C5 1.769, C12 1.794, H14 1.113
9 H 1.32239 1.31659 -0.78399  C11 1.094
10 H 0.30070 1.09978 -2.23367  C11 1.095
11 C 0.91097 0.58394 -1.48475  C1 1.513, H9 1.094, H10 1.095, H13 1.094
12 C -0.10934 0.44698 1.78938  H3 1.097, C5 1.373, C8 1.794
13 H 1.74122 0.08952 -1.99870  C11 1.094
14 H -0.73676 1.19363 0.44622  C8 1.113

=====

The following is a DFT calculation (ωB97M-V/def2-TZVPD) of a cluster of 2 separate species, C5H17N2O in total.

The energy relative to the best compared isomer or geometry (same formula, charge and spin) comes out at 1.2879 eV. The total charge is +1. The calculation puts the gap between HOMO and LUMO at 9.75 eV.

Bonds (Å) are listed after each position.
Positions of all 25 atoms, in Å:
1 C -1.22502 0.23564 1.15246  H4 1.093, H14 1.083, N15 1.466, C20 1.538
2 H -3.29188 -0.28438 -0.95747  C7 1.089
3 H 1.35157 1.20092 3.07044  C23 1.083
4 H -0.99534 -0.79233 1.44524  C1 1.093
5 H 3.57061 -1.26394 -1.28791  O21 0.961
6 H 1.48696 -0.02736 1.70577  C23 1.084
7 C -2.28248 -0.68906 -0.89227  H2 1.089, H9 1.087, C20 1.540, H25 1.096
8 C 0.97864 0.89380 -1.46330  H10 1.075, H11 1.087, N17 1.475, H24 1.097
9 H -2.29690 -1.58038 -0.27014  C7 1.087
10 H 1.96641 0.49152 -1.59854  C8 1.075
11 H 0.99516 1.90003 -1.05168  C8 1.087
12 H 0.38852 -0.26941 3.07962  C23 1.089
13 H 2.47031 -2.36236 -1.36369  O21 0.969
14 H -2.24466 0.48332 1.42053  C1 1.083
15 N -0.23362 1.17291 1.68757  C1 1.466, H16 1.010, C23 1.501
16 H -0.66691 1.84432 2.30522  N15 1.010
17 N 0.09701 -0.16099 -0.92859  C8 1.475, H18 1.014, C20 1.497, H22 1.028
18 H -0.01703 -0.87786 -1.63679  N17 1.014
19 H -1.47706 1.29586 -0.72056  C20 1.081
20 C -1.21859 0.30141 -0.38370  C1 1.538, C7 1.540, N17 1.497, H19 1.081
21 O 2.65049 -1.45190 -1.08628  H5 0.961, H13 0.969
22 H 0.64885 -0.70625 -0.25459  N17 1.028
23 C 0.86217 0.47189 2.43716  H3 1.083, H6 1.084, H12 1.089, N15 1.501
24 H 0.61641 1.14758 -2.46770  C8 1.097
25 H -2.13364 -0.97300 -1.94082  C7 1.096

=====

The following is a DFT calculation (ωB97M-V/def2-TZVPD) of a cluster of 11 separate species, C47H66NO31 in total.

The spin multiplicity is 2. The energy relative to the best compared isomer or geometry (same formula, charge and spin) comes out at 0.0000 eV. The expectation value of S² is 0.754. The total charge is 0. The calculation puts the gap between HOMO and LUMO (alpha / beta) at 8.29 / 8.83 eV.

Bonds (Å) are listed after each position.
Positions of all 145 atoms, in Å:
1 C 3.00258 5.65368 8.26833  C17 1.542, N31 1.483, C42 1.539, C50 1.545
2 H -3.64471 -2.87477 -10.65511  C131 1.086
3 C -5.37121 -3.04559 -7.72791  O43 1.353, O108 1.192, O138 1.347
4 H -1.89790 -3.83464 -9.30809  C129 1.091
5 H -3.42975 -2.30130 -5.37739  C34 1.086
6 C -0.96017 -0.81767 -15.05564  O47 1.431, C73 1.514, H75 1.092, H84 1.087
7 C 0.65905 -1.16578 8.82602  H12 1.087, C23 1.513, O28 1.434, H107 1.092
8 H 4.10595 4.91659 10.01862  C42 1.088
9 H 4.03036 4.90113 3.70064  C48 1.083
10 H 0.51973 1.24322 3.67776  C87 1.096
11 H -9.13892 -7.37306 -3.78034  C136 1.092
12 H 1.48286 -0.60470 8.39282  C7 1.087
13 H 3.57771 7.21735 4.13867  C105 1.088
14 H -4.01042 -4.41630 -11.44789  C131 1.090
15 O -0.05297 -4.47292 9.18904  C66 1.187
16 O 7.87388 1.48937 4.00685  C60 1.190
17 C 1.83682 4.66133 8.45635  C1 1.542, H85 1.085, H127 1.090, H144 1.085
18 C -1.87895 -1.67103 -16.93299  O47 1.357, O123 1.187, O132 1.353
19 H -3.96248 0.12947 -0.31087  C24 1.091
20 O 3.95454 0.33073 5.87266  C51 1.347, C133 1.436
21 H -0.83353 4.03681 3.59269  C56 1.082
22 C 1.13435 3.21476 3.22011  C56 1.389, C87 1.510, C97 1.391
23 C 0.79365 -1.37948 10.31748  C7 1.513, O90 1.432, H95 1.091, H101 1.087
24 C -3.34854 0.44263 -1.15709  H19 1.091, H46 1.088, C52 1.513, O78 1.432
25 H -2.59305 -10.34722 -9.06365  C71 1.091
26 O -5.46123 -6.34092 -3.28226  C143 1.188
27 H -1.32258 -2.48016 -1.33644  C139 1.091
28 O 0.64239 -2.51057 8.32890  C7 1.434, C66 1.353
29 O -4.95493 -2.91601 -2.53330  C104 1.190
30 H -2.98849 2.29265 -2.25141  C52 1.091
31 N 2.74075 6.97328 8.89218  C1 1.483, C41 1.492, O54 1.285
32 C 1.36585 7.34171 6.82057  C41 1.543, H80 1.091, H98 1.090, C111 1.528
33 H 6.23370 2.55300 5.42878  C128 1.083
34 C -4.41362 -2.26625 -5.83588  H5 1.086, O43 1.438, C44 1.510, H134 1.091
35 H 2.64236 9.53752 7.76954  C130 1.085
36 C 11.17344 1.11157 4.73094  H55 1.086, O58 1.433, C118 1.515, H141 1.091
37 O 2.85450 1.23637 7.61272  C51 1.193
38 H 1.92038 7.79811 4.29604  C105 1.094
39 H 5.14415 5.53112 8.67226  C42 1.085
40 O -2.71783 -3.03982 -2.74839  C104 1.355, C139 1.436
41 C 1.57487 7.69750 8.30771  N31 1.492, C32 1.543, C62 1.539, C130 1.537
42 C 4.22947 5.01476 8.94235  C1 1.539, H8 1.088, H39 1.085, H65 1.088
43 O -4.31306 -2.33867 -7.26855  C3 1.353, C34 1.438
44 C -5.26249 -3.47294 -5.51374  C34 1.510, H94 1.082, H115 1.092, O138 1.440
45 C -1.25758 -4.43585 -11.97007  O53 1.353, O122 1.190, O142 1.352
46 H -3.74827 0.00112 -2.06704  C24 1.088
47 O -0.82889 -0.94459 -16.47470  C6 1.431, C18 1.357
48 C 2.96390 4.71717 3.67334  H9 1.083, C97 1.392, C102 1.395
49 H 3.22367 2.74205 2.91644  C97 1.081
50 C 3.36467 5.84273 6.77794  C1 1.545, H63 1.090, H96 1.090, C111 1.539
51 C 3.77015 1.24182 6.84792  O20 1.347, O37 1.193, O119 1.348
52 C -3.20065 1.94662 -1.23841  C24 1.513, H30 1.091, H81 1.087, O86 1.432
53 O -2.25480 -3.52739 -12.07731  C45 1.353, C131 1.440
54 O 3.80983 7.68020 8.98192  N31 1.285
55 H 12.02608 0.69934 4.19877  C36 1.086
56 C 0.23573 4.19813 3.61447  H21 1.082, C22 1.389, C89 1.393
57 C -2.34440 -4.35726 -0.90635  O99 1.432, H120 1.091, C139 1.514, H145 1.087
58 O 10.11546 1.42608 3.81750  C36 1.433, C60 1.348
59 H 10.87503 0.17182 6.68269  C118 1.086
60 C 8.94108 1.17624 4.43054  O16 1.190, O58 1.348, O116 1.353
61 H 0.02824 6.21525 4.38240  C89 1.083
62 C 0.26227 7.44886 9.07086  C41 1.539, H64 1.087, H135 1.089, H140 1.086
63 H 4.44414 5.94284 6.66664  C50 1.090
64 H -0.50220 8.08318 8.63015  C62 1.087
65 H 4.29768 4.02119 8.50434  C42 1.088
66 C 0.22577 -3.32667 9.32467  O15 1.187, O28 1.353, O90 1.356
67 H 3.34630 7.93537 6.38863  C111 1.092
68 H 1.36094 1.33755 2.15968  C87 1.083
69 O -3.68647 -7.82284 -9.63551  C92 1.354, C112 1.434
70 H -1.22414 -2.90755 -14.50142  C73 1.089
71 C -2.07331 -9.42649 -9.33390  H25 1.091, O77 1.432, H83 1.087, C112 1.515
72 H 10.58991 -0.90959 5.30485  C118 1.091
73 C -1.81584 -2.01451 -14.69933  C6 1.514, H70 1.089, H88 1.084, O132 1.435
74 H -2.93736 -5.26303 -9.45364  C129 1.086
75 H -1.45232 0.13153 -14.83304  C6 1.092
76 H 4.58432 1.31781 4.17448  C133 1.090
77 O -2.11715 -8.52852 -8.21972  C71 1.432, C92 1.351
78 O -2.00080 0.01234 -0.93629  C24 1.432, C121 1.358
79 H -0.82227 -3.82699 -2.37926  C139 1.087
80 H 0.84541 8.17152 6.34024  C32 1.091
81 H -4.06204 2.48454 -0.85216  C52 1.087
82 O -7.15448 -7.39026 -4.33460  C136 1.431, C143 1.353
83 H -1.04463 -9.65998 -9.59429  C71 1.087
84 H 0.01635 -0.83297 -14.57851  C6 1.087
85 H 1.26589 4.87608 9.35412  C17 1.085
86 O -2.04821 2.18174 -0.42151  C52 1.432, C121 1.354
87 C 0.63969 1.85827 2.77824  H10 1.096, C22 1.510, H68 1.083, H103 1.081
88 H -2.47519 -1.83343 -13.85855  C73 1.084
89 C 0.70299 5.43547 4.05253  C56 1.393, H61 1.083, C102 1.391
90 O 0.17116 -2.65579 10.50215  C23 1.432, C66 1.356
91 H -8.85136 -7.50820 -5.52724  C136 1.087
92 C -3.16397 -7.69189 -8.39289  O69 1.354, O77 1.351, O126 1.189
93 H 0.92148 9.71186 8.06166  C130 1.089
94 H -5.90114 -3.32399 -4.65277  C44 1.082
95 H 1.83514 -1.44619 10.63696  C23 1.091
96 H 3.08787 4.91294 6.28094  C50 1.090
97 C 2.49994 3.48178 3.23024  C22 1.391, C48 1.392, H49 1.081
98 H 0.71909 6.47378 6.68835  C32 1.090
99 O -3.70595 -3.91485 -0.95525  C57 1.432, C104 1.345
100 H 6.55181 1.19373 6.51827  C128 1.090
101 H 0.28876 -0.61954 10.90791  C23 1.087
102 C 2.06759 5.70128 4.09080  C48 1.395, C89 1.391, C105 1.515
103 H -0.33417 1.89924 2.31048  C87 1.081
104 C -3.89497 -3.25965 -2.11449  O29 1.190, O40 1.355, O99 1.345
105 C 2.61739 7.01487 4.60799  H13 1.088, H38 1.094, C102 1.515, C111 1.539
106 H -8.20493 -5.18018 -5.71262  C113 1.092
107 H -0.28099 -0.68051 8.55686  C7 1.092
108 O -5.66275 -3.14819 -8.87865  C3 1.192
109 O -0.22032 0.96102 0.06843  C121 1.186
110 H -3.35981 -9.26844 -11.09524  C112 1.087
111 C 2.71044 7.08215 6.14237  C32 1.528, C50 1.539, H67 1.092, C105 1.539
112 C -2.79846 -8.64149 -10.40778  O69 1.434, C71 1.515, H110 1.087, H114 1.091
113 C -8.43886 -5.52623 -4.70411  H106 1.092, O124 1.432, H125 1.087, C136 1.514
114 H -2.12887 -7.99362 -10.97619  C112 1.091
115 H -4.66858 -4.37654 -5.36478  C44 1.092
116 O 9.13460 0.52009 5.59775  C60 1.353, C118 1.433
117 H 1.99880 9.48307 9.44163  C130 1.086
118 C 10.50853 0.11820 5.66137  C36 1.515, H59 1.086, H72 1.091, O116 1.433
119 O 4.75567 2.16117 6.84821  C51 1.348, C128 1.439
120 H -2.29827 -5.38804 -1.26050  C57 1.091
121 C -1.31287 1.04554 -0.38587  O78 1.358, O86 1.354, O109 1.186
122 O -0.39877 -4.58996 -12.77909  C45 1.190
123 O -2.15130 -1.81059 -18.08014  C18 1.187
124 O -7.33341 -5.22375 -3.84526  C113 1.432, C143 1.355
125 H -9.33947 -5.02808 -4.35467  C113 1.087
126 O -3.56489 -6.93027 -7.57288  C92 1.189
127 H 1.17862 4.69342 7.58856  C17 1.090
128 C 5.78407 1.71487 5.94569  H33 1.083, H100 1.090, O119 1.439, C133 1.511
129 C -2.37729 -4.51797 -10.01073  H4 1.091, H74 1.086, C131 1.509, O142 1.437
130 C 1.82549 9.21089 8.40422  H35 1.085, C41 1.537, H93 1.089, H117 1.086
131 C -3.21393 -3.79500 -11.03747  H2 1.086, H14 1.090, O53 1.440, C129 1.509
132 O -2.57129 -2.21110 -15.90369  C18 1.353, C73 1.435
133 C 5.01818 0.79251 5.02535  O20 1.436, H76 1.090, C128 1.511, H137 1.085
134 H -4.90060 -1.32778 -5.56502  C34 1.091
135 H 0.41830 7.70894 10.11627  C62 1.089
136 C -8.51329 -7.03588 -4.60884  H11 1.092, O82 1.431, H91 1.087, C113 1.514
137 H 5.61153 -0.04084 4.66437  C133 1.085
138 O -6.04297 -3.62343 -6.71397  C3 1.347, C44 1.440
139 C -1.65825 -3.38543 -1.84360  H27 1.091, O40 1.436, C57 1.514, H79 1.087
140 H -0.06649 6.41693 8.99215  C62 1.086
141 H 11.47783 2.02585 5.24237  C36 1.091
142 O -1.36584 -5.13969 -10.82098  C45 1.352, C129 1.437
143 C -6.54361 -6.32270 -3.77199  O26 1.188, O82 1.353, O124 1.355
144 H 2.22898 3.65012 8.49390  C17 1.085
145 H -1.96462 -4.31217 0.11062  C57 1.087

=====

The following is a DFT calculation (ωB97M-V/def2-TZVPD) of the molecule C15H20N4OS.

The energy relative to the best compared isomer or geometry (same formula, charge and spin) comes out at 2.2727 eV. The total charge is 0. As for the SMILES: CCCCn1nnnc1SCC(=O)c1ccc(C)c(C)c1. The calculation puts the gap between HOMO and LUMO at 9.15 eV.

Bonds (Å) are listed after each position.
Positions of all 41 atoms, in Å:
1 H 5.66791 1.25099 -1.43535  C20 1.087
2 H -3.86055 2.31553 2.35749  C38 1.086
3 C -4.09937 0.92954 0.74835  C14 1.383, C32 1.400, C38 1.497
4 C -3.03701 -0.62600 -1.31921  C8 1.380, H12 1.079, C25 1.394
5 C 4.06191 -0.17591 0.50026  N18 1.433, H22 1.093, H23 1.092, C35 1.531
6 H 6.07439 2.95650 -1.29975  C20 1.087
7 C 1.82032 -1.20221 0.00081  N18 1.354, S34 1.727, N37 1.318
8 C -4.39272 -0.63010 -1.06057  C4 1.380, H9 1.081, C32 1.390
9 H -5.04460 -1.24266 -1.66698  C8 1.081
10 H -6.61331 -0.25115 1.23697  C29 1.090
11 C -0.73224 0.23384 -0.73623  C21 1.523, O24 1.210, C25 1.472
12 H -2.65207 -1.22893 -2.12645  C4 1.079
13 H -5.38647 2.47408 1.47957  C38 1.090
14 C -2.74264 0.93532 0.48060  C3 1.383, C25 1.396, H41 1.080
15 N 2.64292 -1.53860 1.96235  N18 1.336, N19 1.267
16 C 4.93713 2.20736 0.37204  C20 1.524, H28 1.092, C35 1.527, H39 1.092
17 H -0.41942 -0.53072 -2.74061  C21 1.090
18 N 2.90129 -0.96847 0.78248  C5 1.433, C7 1.354, N15 1.336
19 N 1.49772 -2.07491 1.88990  N15 1.267, N37 1.324
20 C 5.29785 2.21957 -1.10902  H1 1.087, H6 1.087, C16 1.524, H36 1.087
21 C -0.13680 -0.76938 -1.71541  C11 1.523, H17 1.090, H33 1.089, S34 1.815
22 H 4.36817 -0.37983 -0.52858  C5 1.093
23 H 4.84684 -0.49326 1.19029  C5 1.092
24 O -0.02785 1.02583 -0.15306  C11 1.210
25 C -2.19010 0.16371 -0.54306  C4 1.394, C11 1.472, C14 1.396
26 H -6.84320 1.09368 0.12889  C29 1.090
27 H -5.15335 1.13537 2.59704  C38 1.089
28 H 4.68812 3.22404 0.68197  C16 1.092
29 C -6.41415 0.09667 0.22387  H10 1.090, H26 1.090, C32 1.495, H40 1.087
30 H 3.43635 1.46456 1.72591  C35 1.092
31 H 2.90128 1.57777 0.04749  C35 1.092
32 C -4.94222 0.13194 -0.03565  C3 1.400, C8 1.390, C29 1.495
33 H -0.43690 -1.78528 -1.46124  C21 1.089
34 S 1.67466 -0.68037 -1.63947  C7 1.727, C21 1.815
35 C 3.74342 1.30964 0.68918  C5 1.531, C16 1.527, H30 1.092, H31 1.092
36 H 4.42727 2.47509 -1.70855  C20 1.087
37 N 0.94558 -1.89877 0.69939  C7 1.318, N19 1.324
38 C -4.65349 1.76369 1.86074  H2 1.086, C3 1.497, H13 1.090, H27 1.089
39 H 5.80056 1.88484 0.95832  C16 1.092
40 H -6.91613 -0.56622 -0.47587  C29 1.087
41 H -2.07313 1.54114 1.07367  C14 1.080